A structure of composition C38H41GeMnN4O3S at a distorted geometry, computed with ωB97M-V/def2-TZVPD.

Last column: Löwdin spin population.
Geometry (Å):
Mn1 0.1339 -1.8165 -0.5118  3.89
C1 -1.0222 -5.3638 1.4691  0.00
C2 -0.1373 -4.4623 0.6527  0.02
O1 -0.5422 -3.2603 0.4475  0.04
C3 1.0696 -4.9538 0.1691  0.02
C4 1.9236 -4.2225 -0.6683  0.02
C5 3.2349 -4.7871 -1.1049  0.00
N1 1.5873 -3.0089 -1.0952  -0.06
N2 2.4651 -2.4026 -1.9240  -0.02
C6 2.0877 -1.1927 -2.2491  0.01
O2 0.9504 -0.7511 -1.7815  0.12
C7 2.9845 -0.3573 -3.0424  0.00
C8 4.3000 -0.7839 -3.2459  0.00
C9 5.1942 0.0270 -3.9136  0.00
C10 4.7869 1.2644 -4.3929  0.00
C11 3.4769 1.6826 -4.2168  0.00
C12 2.5782 0.8797 -3.5413  0.00
H1 -2.0189 -4.9424 1.5552  0.00
H2 -0.6090 -5.4837 2.4678  0.00
H3 -1.0809 -6.3458 1.0092  0.00
H4 1.3620 -5.9507 0.4513  0.00
H5 3.3712 -5.8026 -0.7473  0.00
H6 4.0376 -4.1527 -0.7271  0.00
H7 3.2997 -4.7607 -2.1919  0.00
H8 4.6032 -1.7473 -2.8701  0.00
H9 6.2130 -0.3013 -4.0595  0.00
H10 5.4915 1.8986 -4.9084  0.00
H11 3.1591 2.6393 -4.6049  0.00
H12 1.5601 1.2037 -3.3931  0.00
C13 -1.4022 1.3908 -3.0899  0.06
Ge1 -0.7433 1.2913 -1.1741  0.40
C14 0.8444 2.5485 -1.0949  0.08
C15 0.6778 3.8628 -1.5000  0.02
C16 1.7425 4.7469 -1.4521  0.00
C17 2.9800 4.3225 -0.9979  0.00
C18 3.1512 3.0108 -0.5914  0.00
C19 2.0834 2.1329 -0.6389  0.00
C20 -2.2124 2.1808 -0.0947  0.08
C21 -3.3986 2.4954 -0.7120  0.02
C22 -4.5110 2.9416 0.0165  0.00
C23 -4.4489 3.0341 1.3780  0.01
C24 -3.2523 2.7286 2.0596  0.00
C25 -3.1530 2.8288 3.4637  0.00
C26 -1.9824 2.5459 4.1101  0.00
C27 -0.8530 2.1559 3.3729  0.00
C28 -0.9219 2.0462 2.0097  0.01
C29 -2.1173 2.3136 1.3132  0.01
H13 -1.4432 2.4275 -3.4145  0.01
H14 -2.3874 0.9479 -3.1964  0.00
H15 -0.7199 0.8541 -3.7407  0.00
H16 -0.2906 4.1988 -1.8455  0.00
H17 1.6069 5.7684 -1.7745  0.00
H18 3.8109 5.0108 -0.9604  0.00
H19 4.1139 2.6674 -0.2437  0.00
H20 2.2089 1.1053 -0.3226  0.00
H21 -3.4811 2.4249 -1.7874  0.00
H22 -5.4177 3.1980 -0.5107  0.00
H23 -5.3061 3.3472 1.9541  0.00
H24 -4.0267 3.1407 4.0185  0.00
H25 -1.9148 2.6347 5.1845  0.00
H26 0.0762 1.9478 3.8850  0.00
H27 -0.0457 1.7686 1.4349  0.01
O3 -1.9871 -1.1663 -0.5263  0.11
S1 -3.2749 -1.9723 -0.4007  0.02
C30 -3.6022 -2.1109 1.4111  0.00
C31 -4.3406 -0.8469 1.8166  0.00
C32 -5.3636 -0.6106 0.7123  0.00
C33 -4.5893 -0.6951 -0.5927  0.00
H28 -2.6536 -2.2644 1.9217  0.00
H29 -4.2325 -2.9913 1.5378  0.00
H30 -3.6477 -0.0032 1.8733  0.00
H31 -4.8208 -0.9632 2.7884  0.00
H32 -5.8422 0.3631 0.8091  0.00
H33 -6.1433 -1.3730 0.7590  0.00
H34 -4.0549 0.2359 -0.7909  0.00
H35 -5.2073 -0.9621 -1.4451  0.00
N3 -0.2802 -0.8638 2.6018  0.01
C34 1.0665 -0.7340 2.4654  0.01
C35 1.8899 -0.3581 3.5394  0.00
C36 3.2389 -0.2029 3.3248  0.00
C37 3.7542 -0.4738 2.0593  0.00
C38 2.8939 -0.9052 1.0763  0.01
N4 1.5721 -1.0224 1.2575  0.06
H36 -0.7200 -0.4507 3.4078  0.00
H37 -0.8020 -0.8183 1.7323  0.01
H38 1.4538 -0.1856 4.5098  0.00
H39 3.8914 0.1279 4.1182  0.00
H40 4.8040 -0.3573 1.8500  0.00
H41 3.2707 -1.1604 0.0936  0.00

As for the HOMO energy (spin up / spin down): -9.676 / -10.386 eV. The spin multiplicity is 6. The calculation puts the HOMO-LUMO gap (spin up / spin down) at 5.723 / 6.833 eV. For the total energy, the calculation gives -5543.30741 a.u. Its largest force on an atom is 0.0473 hartree/bohr. As for the expectation value of S²: 8.83. Its charge is +1. As for the energy above the lowest of the compared OMol25 structures with the same formula, charge and spin: 118.6 kJ/mol.

=====

A structure of composition C28H31IP2SZr at a distorted geometry, computed with ωB97M-V/def2-TZVPD.

Last column: natural (NBO) charge in e.
Geometry (Å):
Zr1 -0.0034 -0.5541 -0.0169  1.05
I1 -0.8985 -2.5955 -1.9488  0.41
C1 0.6896 -3.8016 -2.6192  -0.16
C2 0.1799 -5.0191 -2.9745  -0.21
C3 1.0115 -5.9857 -3.5760  -0.19
C4 2.3132 -5.6765 -3.7963  -0.12
C5 2.8517 -4.4173 -3.4263  -0.08
C6 4.2216 -4.1880 -3.7014  -0.11
C7 4.8180 -3.0094 -3.3820  -0.21
C8 4.0487 -2.0172 -2.7582  -0.13
C9 2.7170 -2.1818 -2.4611  -0.39
P1 2.0524 -0.7101 -1.6117  0.95
C10 2.9566 -0.7176 -0.0308  -0.41
C11 3.9756 0.1122 0.4486  -0.12
C12 4.5723 -0.1640 1.6680  -0.17
C13 4.1731 -1.2607 2.4293  -0.17
C14 3.1567 -2.0857 1.9789  -0.19
C15 2.5418 -1.7991 0.7652  -0.26
C16 2.3388 0.6755 -2.7192  -0.41
C17 1.7220 0.5409 -3.9653  -0.13
C18 1.8392 1.5455 -4.9078  -0.20
C19 2.5651 2.6952 -4.6136  -0.16
C20 3.1660 2.8374 -3.3746  -0.18
C21 3.0542 1.8298 -2.4236  -0.20
C22 2.0519 -3.4076 -2.8025  0.00
H1 -0.8623 -5.2554 -2.8110  0.24
H2 0.6016 -6.9456 -3.8581  0.25
H3 2.9749 -6.3937 -4.2654  0.24
H4 4.7849 -4.9790 -4.1808  0.24
H5 5.8622 -2.8328 -3.5987  0.25
H6 4.5397 -1.0810 -2.5114  0.22
H7 4.3395 0.9462 -0.1270  0.23
H8 5.3770 0.4683 2.0203  0.25
H9 4.6687 -1.4752 3.3673  0.25
H10 2.8554 -2.9533 2.5511  0.25
H11 1.8097 -2.5115 0.3710  0.22
H12 1.1511 -0.3489 -4.2098  0.21
H13 1.3657 1.4343 -5.8740  0.24
H14 2.6576 3.4802 -5.3521  0.24
H15 3.7246 3.7336 -3.1407  0.24
H16 3.5112 1.9875 -1.4613  0.21
S1 -0.7601 1.2134 -1.1424  -0.40
C23 0.2816 -0.6275 5.3080  -0.62
C24 0.4343 -1.1279 3.8690  -0.69
P2 -0.0958 0.0907 2.6179  0.80
C25 0.9639 1.5475 2.9486  -0.70
C26 1.1833 2.5345 1.8081  -0.60
C27 -1.8122 0.4941 3.1253  -0.70
C28 -2.7918 0.9215 2.0392  -0.60
H17 0.6153 -1.3987 6.0010  0.24
H18 -0.7537 -0.3966 5.5542  0.22
H19 0.8840 0.2610 5.4940  0.22
H20 -0.1441 -2.0414 3.7091  0.24
H21 1.4730 -1.3729 3.6525  0.24
H22 1.9175 1.1263 3.2817  0.24
H23 0.5248 2.0541 3.8106  0.25
H24 1.6284 2.0606 0.9299  0.20
H25 1.8733 3.3150 2.1275  0.24
H26 0.2581 3.0113 1.4857  0.23
H27 -1.7344 1.2604 3.8992  0.25
H28 -2.1727 -0.4113 3.6206  0.25
H29 -2.5012 1.8489 1.5487  0.23
H30 -3.7808 1.0586 2.4743  0.25
H31 -2.9028 0.1635 1.2596  0.19

As for the HOMO energy: -13.979 eV. The calculation puts the HOMO-LUMO gap at 6.836 eV. For the total energy, the calculation gives -2510.70753 a.u. Its largest force on an atom is 0.0339 hartree/bohr. Its charge is +2.

=====

The molecule C17H25N3O5S, computed with ωB97M-V/def2-TZVPD.

Last column: natural (NBO) charge in e.
Geometry (Å):
C1 6.0460 1.3286 -0.7507  -0.64
C2 5.0055 0.2279 -0.5673  0.11
O1 5.5746 -1.0602 -0.5668  -0.71
C3 4.2088 0.4823 0.7214  -0.34
C4 3.1715 1.5917 0.5579  0.71
O2 3.2005 2.7487 0.2577  -0.55
N1 2.1242 0.7333 0.8616  -0.43
C5 0.9984 0.4081 0.0839  -0.02
C6 0.0309 1.4761 -0.1814  0.77
O3 -0.7723 1.5057 -1.0851  -0.60
O4 0.1670 2.4754 0.6923  -0.65
C7 1.1198 -0.8597 -0.3793  -0.09
S1 0.0619 -1.8414 -1.3643  0.27
C8 -1.5795 -1.9270 -0.5404  -0.33
C9 -1.5386 -1.8344 0.9970  -0.24
N2 -2.7808 -1.2175 1.3978  -0.61
C10 -3.0961 -0.2506 0.3586  -0.15
C11 -4.6024 -0.0396 0.2888  0.70
O5 -5.3624 -0.9057 0.6886  -0.65
N3 -5.0423 1.1022 -0.2776  -0.43
C12 -4.2197 2.1799 -0.7730  -0.41
C13 -6.4654 1.3586 -0.3158  -0.42
C14 -2.5799 -0.8526 -0.9758  -0.45
C15 2.4495 -1.4817 0.0359  -0.28
C16 2.2839 -2.8515 0.6855  -0.60
C17 2.9983 -0.4365 1.0133  -0.01
H1 5.5553 2.2975 -0.7643  0.24
H2 6.7655 1.3113 0.0671  0.20
H3 6.5781 1.1846 -1.6875  0.22
H4 4.3207 0.2316 -1.4230  0.18
H5 6.2845 -1.0863 0.0857  0.47
H6 4.8902 0.6020 1.5657  0.22
H7 -0.3959 3.2259 0.4487  0.50
H8 -1.9132 -2.9177 -0.8563  0.23
H9 -1.4010 -2.8043 1.4739  0.21
H10 -0.7219 -1.1720 1.3080  0.19
H11 -3.5456 -1.8893 1.4433  0.38
H12 -2.5699 0.6766 0.6001  0.20
H13 -4.1256 2.9712 -0.0214  0.19
H14 -4.6994 2.6044 -1.6562  0.20
H15 -3.2302 1.8385 -1.0604  0.23
H16 -6.9757 0.5097 0.1340  0.25
H17 -6.7015 2.2654 0.2455  0.19
H18 -6.8017 1.4800 -1.3477  0.19
H19 -3.4063 -1.3035 -1.5269  0.22
H20 -2.1096 -0.1023 -1.6051  0.26
H21 3.0808 -1.6000 -0.8500  0.24
H22 3.2579 -3.2435 0.9660  0.22
H23 1.8202 -3.5401 -0.0153  0.23
H24 1.6590 -2.7834 1.5739  0.20
H25 2.9839 -0.8164 2.0395  0.20

As for the HOMO energy: -8.235 eV. Its SMILES is C[C@@H](O)[C@H]1C(=O)N2C(C(=O)O)=C(S[C@H]3CN[C@H](C(=O)N(C)C)C3)[C@H](C)[C@@H]12. The calculation puts the HOMO-LUMO gap at 8.175 eV. For the total energy, the calculation gives -1601.44666 a.u. Its largest force on an atom is 0.0172 hartree/bohr. As for the energy above the lowest of the compared OMol25 structures with the same formula, charge and spin: 92.4 kJ/mol.

=====

A cluster of 2 separate species, C4H8NO3 in total at a distorted geometry, computed with ωB97M-V/def2-TZVPD.

Last column: natural (NBO) charge in e.
Geometry (Å):
C1 -1.6754 -0.3010 0.6024  -0.77
C2 -1.9224 0.0520 2.0044  0.67
O1 -2.6940 -0.5259 2.7741  -0.65
N1 -0.9925 0.8575 2.6213  -0.83
H1 -2.5768 -0.3185 -0.0098  0.23
H2 -1.0368 -1.1664 0.3940  0.29
H3 -0.9362 0.8745 3.6181  0.38
H4 -0.2280 1.3559 2.1964  0.40
H5 -0.9307 0.3796 0.1349  0.27
C3 2.7444 -0.2061 -2.9334  -0.74
C4 1.6472 -0.0456 -1.8326  0.77
O2 1.1843 1.0930 -1.6150  -0.80
O3 1.2838 -1.1513 -1.3582  -0.80
H6 2.3669 0.0957 -3.9122  0.20
H7 3.1913 -1.1988 -2.9233  0.20
H8 3.5623 0.5031 -2.7193  0.19

As for the HOMO energy: -4.210 eV. The calculation puts the HOMO-LUMO gap at 7.878 eV. For the total energy, the calculation gives -437.76730 a.u. Its largest force on an atom is 0.0678 hartree/bohr. Its charge is -1. As for the energy above the lowest of the compared OMol25 structures with the same formula, charge and spin: 100.3 kJ/mol.